C46H89BrF3IN7O22S | ωB97M-V/def2-TZVPD

Positions of all 170 atoms, in Å:
N 5.795 1.099 1.889
C 5.740 0.264 0.921
N 6.238 -1.061 1.050
N 5.209 0.533 -0.337
C 4.108 -0.341 -0.776
C 3.058 0.488 -1.499
C 2.187 1.310 -0.520
C 0.679 1.299 -0.804
C -0.220 0.297 -0.050
S 0.779 -1.210 0.402
O -1.103 -0.225 -1.064
C -2.421 -0.593 -0.864
Br -2.466 -2.499 -0.313
C -3.096 -0.523 -2.269
N -2.843 -1.675 -3.122
C -3.250 0.335 0.076
C -4.381 -0.333 0.890
C -4.278 -1.137 2.181
C -5.625 -1.824 2.461
C -5.834 -3.095 1.647
C -5.052 -4.294 2.207
N -4.406 -5.135 1.194
N -2.381 1.473 0.763
C -3.268 1.999 1.893
C -3.256 3.336 2.678
O -4.103 3.333 3.489
I -2.181 5.166 2.496
C -2.319 2.578 -0.275
F -1.460 3.505 0.045
F -2.017 2.099 -1.448
F -3.517 3.132 -0.340
C -0.976 0.874 1.230
C -1.270 -0.286 2.205
C -0.286 -0.754 3.315
N 1.149 -0.468 3.214
C -0.009 1.856 1.902
C -0.245 2.271 3.328
O -1.173 1.953 4.013
O 0.710 3.098 3.796
H 5.376 1.986 1.616
H 5.606 -1.603 1.626
H 7.131 -1.037 1.523
H 4.960 1.510 -0.394
H 3.650 -0.840 0.079
H 4.494 -1.120 -1.431
H 2.439 -0.162 -2.110
H 3.599 1.183 -2.138
H 2.485 2.353 -0.643
H 2.439 1.062 0.509
H 0.548 1.059 -1.858
H 0.327 2.315 -0.707
H 0.862 -1.591 -0.875
H -2.673 0.337 -2.772
H -4.166 -0.391 -2.105
H -3.667 -2.255 -3.193
H -2.667 -1.349 -4.063
H -3.850 0.903 -0.628
H -4.840 -0.978 0.138
H -5.163 0.406 1.058
H -4.075 -0.503 3.042
H -3.518 -1.909 2.174
H -5.628 -2.092 3.518
H -6.442 -1.118 2.318
H -5.567 -2.949 0.599
H -6.896 -3.334 1.658
H -4.293 -3.954 2.912
H -5.750 -4.915 2.767
H -3.402 -5.036 1.213
H -4.717 -4.894 0.263
H -3.340 1.241 2.653
H -4.268 2.040 1.481
H -2.148 -0.050 2.786
H -1.584 -1.139 1.617
H -0.625 -0.384 4.275
H -0.435 -1.831 3.386
H 1.488 0.008 4.036
H 1.700 -1.300 3.078
H 0.251 2.753 1.357
H 0.930 1.298 1.924
H 1.594 2.819 3.524
C 7.601 1.318 4.876
C 7.736 -0.147 4.533
O 9.028 -0.654 4.901
C 9.170 -0.959 6.191
O 8.315 -0.880 7.034
O 10.417 -1.378 6.381
C 10.733 -1.713 7.736
H 8.419 1.887 4.432
H 6.659 1.709 4.497
H 7.637 1.466 5.955
H 7.665 -0.283 3.459
H 6.955 -0.744 5.003
H 10.013 -2.420 8.138
H 10.754 -0.815 8.351
H 11.720 -2.163 7.709
C -8.532 -7.147 -4.438
C -8.327 -5.799 -3.784
O -8.642 -5.835 -2.381
C -7.697 -6.339 -1.596
O -6.600 -6.702 -1.939
O -8.134 -6.325 -0.340
C -7.267 -7.000 0.582
H -9.543 -7.509 -4.251
H -8.382 -7.068 -5.514
H -7.830 -7.881 -4.045
H -9.007 -5.059 -4.202
H -7.307 -5.440 -3.920
H -6.236 -6.682 0.466
H -7.343 -8.078 0.452
H -7.617 -6.737 1.576
C 9.528 1.654 -5.213
C 9.334 3.041 -4.643
O 8.431 3.035 -3.523
C 8.965 2.651 -2.368
O 10.111 2.343 -2.177
O 8.006 2.676 -1.439
C 8.430 2.251 -0.141
H 8.565 1.207 -5.463
H 10.136 1.702 -6.116
H 10.027 1.005 -4.495
H 8.865 3.698 -5.373
H 10.281 3.487 -4.344
H 9.305 2.806 0.187
H 8.644 1.183 -0.143
H 7.603 2.453 0.530
C 0.710 -6.693 1.536
C 0.727 -7.396 0.196
O -0.497 -8.104 -0.047
C -1.516 -7.360 -0.472
O -1.486 -6.173 -0.682
O -2.570 -8.150 -0.626
C -3.754 -7.480 -1.075
H 0.476 -7.400 2.333
H 1.684 -6.248 1.739
H -0.041 -5.904 1.550
H 1.500 -8.160 0.173
H 0.915 -6.698 -0.619
H -3.562 -6.930 -1.993
H -4.114 -6.803 -0.302
H -4.500 -8.243 -1.261
C -2.358 0.128 -8.645
C -3.225 1.317 -8.300
O -3.284 1.538 -6.875
C -2.240 2.168 -6.357
O -1.279 2.582 -6.943
O -2.438 2.276 -5.033
C -1.363 2.900 -4.331
H -2.695 -0.759 -8.107
H -2.411 -0.074 -9.714
H -1.318 0.313 -8.382
H -4.258 1.144 -8.595
H -2.878 2.223 -8.793
H -1.099 3.860 -4.769
H -0.488 2.249 -4.324
H -1.718 3.049 -3.321
C -2.886 9.002 0.279
C -2.747 10.484 0.010
O -2.501 11.219 1.216
C -1.246 11.178 1.661
O -0.330 10.592 1.143
O -1.178 11.901 2.773
C 0.113 11.933 3.389
H -3.651 8.823 1.036
H -3.167 8.475 -0.633
H -1.945 8.588 0.642
H -3.674 10.895 -0.386
H -1.955 10.683 -0.710
H 0.875 12.236 2.675
H 0.360 10.955 3.801
H 0.044 12.662 4.189

Computed properties:
Charge: +1
Spin multiplicity: 1
Lowest unoccupied orbital energy, Eh: -0.0877
ΔE to the lowest compared entry with this formula, charge and spin, kcal per mole: 0.0
HOMO, hartree: -0.412
Electronic energy, hartree: -7413.96675
Frontier orbital gap, Eh: 0.32452
M, u: 1388.1
Largest force on an atom, eV/A: 1.311